P.
Molecular formula: C24H33N6NaO7P2SSi
Method: DFT, ωB97M-V/def2-TZVPD

Geometry (Å):
Na  0.46008  1.12912  1.13997
N  1.90330  3.70291  5.40175
C  1.46707  2.81808  4.41024
S  0.85188  3.45669  2.96958
N  1.59309  1.54847  4.76361
N  1.31511  0.68428  3.75387
C  1.00596  -0.49148  4.14683
C  0.80425  -1.59193  3.20418
C  0.03730  -2.70726  3.55761
C  -0.06554  -3.75979  2.66684
C  0.59322  -3.67563  1.44858
C  1.31556  -2.52082  1.17610
N  1.42799  -1.50896  2.02473
H  1.44422  4.59624  5.32708
H  1.87106  3.28902  6.32272
H  0.90971  -0.71058  5.21430
H  -0.46376  -2.72898  4.51757
H  -0.65874  -4.63365  2.91431
H  0.53803  -4.46686  0.71180
H  1.82747  -2.39762  0.23103
N  -2.61129  1.16077  -1.11716
C  -2.82139  2.36075  -0.21860
C  -4.13005  3.05696  -0.55638
P  -1.34479  3.39223  -0.66598
O  -1.71248  3.46118  -2.29707
O  -1.44645  4.76897  -0.14201
O  -0.17814  2.47832  -0.55967
P  -2.89644  1.61290  1.47296
O  -4.15939  0.59536  1.05414
O  -3.37091  2.58886  2.46873
O  -1.70443  0.73029  1.62998
H  -2.70346  1.42319  -2.09869
H  -3.24898  0.40025  -0.86087
H  -1.63641  0.85954  -0.96317
H  -4.12724  3.42748  -1.58366
H  -4.22811  3.90366  0.12005
H  -4.98293  2.39307  -0.40362
H  -1.76292  4.39175  -2.52750
H  -4.22146  -0.10674  1.70569
C  3.29273  1.88719  0.61867
Si  3.39703  0.77630  -0.87871
C  4.96425  -0.27155  -0.61006
C  3.71933  1.90842  -2.37007
N  1.97121  -0.14418  -1.02188
C  1.78766  -1.08444  -1.93821
C  2.72530  -1.49595  -2.94242
C  2.53529  -2.58723  -3.76877
C  1.39025  -3.36821  -3.68843
C  0.41589  -2.98482  -2.76523
C  0.58344  -1.86869  -1.97682
O  -0.39692  -1.49834  -1.04674
C  -1.69020  -1.77746  -1.30715
C  -2.49654  -2.10787  -0.22126
C  -3.85381  -2.31161  -0.41101
C  -4.42544  -2.18316  -1.67091
C  -3.61569  -1.84559  -2.75015
C  -2.25558  -1.64522  -2.57909
H  4.23502  2.43025  0.74033
H  3.11968  1.32365  1.53965
H  2.49993  2.63303  0.54544
H  5.80640  0.37983  -0.35670
H  5.25078  -0.87839  -1.47038
H  4.79737  -0.94175  0.23688
H  4.61861  2.51359  -2.22075
H  2.86942  2.58601  -2.47524
H  3.83024  1.35897  -3.30692
H  3.64500  -0.93353  -3.03183
H  3.30998  -2.83719  -4.48844
H  1.24813  -4.23946  -4.31488
H  -0.49662  -3.56393  -2.66953
H  -2.03937  -2.15096  0.75908
H  -4.47875  -2.55611  0.43904
H  -5.48860  -2.33293  -1.80882
H  -4.04977  -1.73404  -3.73689
H  -1.61557  -1.38469  -3.41161

Its total charge is -2. The HOMO energy is -1.5 eV. The calculation puts the frontier orbital gap at 0.1989 hartree.

Q.
Molecular formula: C24H33N6NaO7P2SSi
Method: DFT, ωB97M-V/def2-TZVPD

Geometry (Å):
Na  0.36622  0.08000  -0.16949
N  -2.33184  1.51269  4.67528
C  -1.24900  1.67133  3.78392
S  -0.81330  3.31611  3.44955
N  -0.78190  0.54409  3.33837
N  0.28045  0.50529  2.46043
C  1.36926  1.01833  2.87230
C  2.58611  1.01140  2.04893
C  3.72015  1.68855  2.49073
C  4.84997  1.69742  1.69116
C  4.81700  1.03620  0.47687
C  3.64340  0.38821  0.11537
N  2.56516  0.36057  0.88361
H  -2.93371  2.32174  4.64151
H  -2.82229  0.64209  4.51992
H  1.43849  1.49885  3.84960
H  3.68971  2.21970  3.43340
H  5.73727  2.23579  2.00430
H  5.65961  1.04374  -0.20092
H  3.55680  -0.10874  -0.84396
N  -0.66782  2.31554  -2.91628
C  0.83431  2.57583  -2.92297
C  1.19271  3.60505  -3.97789
P  1.56656  0.90876  -3.29846
O  0.57931  0.66717  -4.63231
O  2.97112  1.02697  -3.73999
O  1.08435  -0.03368  -2.25457
P  1.11304  3.12426  -1.16454
O  0.33575  4.57232  -1.30379
O  2.55049  3.28599  -0.88294
O  0.17878  2.25037  -0.38947
H  -0.91259  1.65157  -3.65428
H  -1.18239  3.19068  -2.99885
H  -0.86662  1.91839  -1.96175
H  0.95263  3.24643  -4.98137
H  2.26703  3.77064  -3.92753
H  0.68652  4.55481  -3.78958
H  0.55177  -0.27188  -4.84862
H  -0.05701  4.78696  -0.44591
C  -3.08385  1.78735  -0.71825
Si  -3.49976  0.01698  -0.21706
C  -4.17691  0.09274  1.54530
C  -4.97482  -0.37234  -1.37965
N  -2.14042  -0.99106  -0.36945
C  -2.16220  -2.30445  -0.07497
C  -3.31226  -3.11577  0.12921
C  -3.25555  -4.47290  0.41633
C  -2.04657  -5.13640  0.51825
C  -0.87827  -4.39175  0.32719
C  -0.94027  -3.04631  0.05642
O  0.21072  -2.30768  -0.16260
C  1.42074  -2.75975  0.27564
C  2.41447  -2.98203  -0.66517
C  3.69317  -3.31390  -0.23793
C  3.97329  -3.42586  1.11567
C  2.96834  -3.19330  2.04892
C  1.69135  -2.85670  1.63622
H  -3.91219  2.44610  -0.44284
H  -2.98457  1.85524  -1.80787
H  -2.17779  2.16754  -0.24657
H  -4.97832  0.83092  1.64375
H  -3.34724  0.38443  2.19273
H  -4.55071  -0.87307  1.88737
H  -5.74410  0.40030  -1.27423
H  -5.44283  -1.33643  -1.18751
H  -4.64155  -0.37011  -2.42100
H  -4.28361  -2.65165  0.06231
H  -4.18656  -5.01327  0.56382
H  -1.99524  -6.19477  0.74082
H  0.09377  -4.86736  0.40016
H  2.17443  -2.83557  -1.70928
H  4.47916  -3.46408  -0.96833
H  4.97602  -3.66873  1.44592
H  3.19114  -3.24527  3.10763
H  0.90348  -2.62065  2.33923

Its total charge is -2. The HOMO energy is -1.4 eV. The calculation puts the frontier orbital gap at 0.1880 hartree.

Q has the most favorable energy; the next structure is 16.3 kJ/mol above.

P.
Molecular formula: C6H15O2
Method: DFT, ωB97M-V/def2-TZVPD

Geometry (Å):
C  1.06607  2.22763  0.05010
O  0.17700  3.06135  -0.35849
C  1.14848  0.76191  -0.66950
C  -0.25478  0.22992  -0.85605
C  -1.13846  0.08696  0.42122
C  -1.63218  -1.31889  0.69877
C  -3.17975  -1.39402  0.95430
H  0.94834  1.83808  1.13582
H  2.19007  2.52787  0.11629
H  1.88143  0.28985  -0.01059
H  1.58216  0.97131  -1.66011
H  -0.80909  0.99902  -1.40756
H  -0.23776  -0.70917  -1.41003
H  -0.51474  0.51493  1.22471
H  -1.92340  0.84618  0.43377
H  -1.20228  -1.74719  1.60664
H  -1.52649  -2.01156  -0.13380
H  -3.73408  -0.98067  0.11424
H  -3.41599  -2.46388  0.82835
H  -3.57546  -1.03327  1.89558
H  3.45790  -2.50317  -1.23889
H  2.50027  -2.48412  0.01938
O  3.38438  -2.75928  -0.31790

Its total charge is -1. The HOMO energy is -2.4 eV. The calculation puts the frontier orbital gap at 0.2167 hartree.

Q.
Molecular formula: C6H15O2
Method: DFT, ωB97M-V/def2-TZVPD

Geometry (Å):
C  -0.33079  -2.74649  0.54261
O  -0.78023  -3.74277  -0.22787
C  0.29881  -1.56201  -0.23802
C  0.11240  -0.20200  0.41033
C  -1.25530  0.43367  0.19030
C  -1.31891  1.33368  -1.04780
C  -0.61478  2.67949  -0.88795
H  0.48720  -2.99652  1.30022
H  -1.12289  -2.31090  1.22082
H  -0.03298  -1.57611  -1.28187
H  1.37916  -1.72636  -0.40898
H  0.27671  -0.24756  1.48302
H  0.89702  0.46258  0.12468
H  -1.99179  -0.34372  0.09257
H  -1.61321  1.02963  1.03838
H  -2.34828  1.46477  -1.37599
H  -0.85088  0.80763  -1.88942
H  -0.96071  3.23566  -0.02177
H  0.44885  2.49872  -0.71239
H  -0.69021  3.25471  -1.81102
H  3.49416  0.11888  0.39789
H  3.20193  -0.32733  1.82800
O  3.31471  0.46237  1.27426

Its total charge is -1. The HOMO energy is -2.2 eV. The calculation puts the frontier orbital gap at 0.2061 hartree.

R.
Molecular formula: C6H15O2
Method: DFT, ωB97M-V/def2-TZVPD

Geometry (Å):
C  0.26497  -2.33461  -1.34231
O  1.57172  -2.15821  -1.66473
C  -0.25918  -1.22468  -0.40722
C  0.01111  0.15050  -1.02195
C  -1.28539  1.00266  -0.97856
C  1.11962  0.92874  -0.27792
C  2.50316  0.63310  -0.90175
H  -0.42289  -2.29677  -2.24305
H  0.10065  -3.35155  -0.91304
H  -1.32182  -1.36942  -0.23445
H  0.20292  -1.37799  0.57315
H  0.25335  0.02616  -2.07408
H  -1.15717  1.90250  -1.57966
H  -2.09517  0.45424  -1.47526
H  -1.59147  1.27503  0.03401
H  1.08672  0.59890  0.76151
H  0.93992  2.00410  -0.36147
H  2.51551  -0.41776  -1.19602
H  3.32694  0.88890  -0.22874
H  2.59453  1.25114  -1.80163
H  -2.55182  1.55944  5.17233
H  -2.69626  0.52428  6.24118
O  -3.10995  1.33132  5.91966

Its total charge is -1. The HOMO energy is -2.4 eV. The calculation puts the frontier orbital gap at 0.1864 hartree.

S.
Molecular formula: C6H15O2
Method: DFT, ωB97M-V/def2-TZVPD

Geometry (Å):
C  0.00374  -2.82955  1.43307
O  1.14609  -2.68096  2.09585
C  -0.91339  -1.44825  1.51366
C  -0.21359  -0.61640  0.44373
C  -0.54904  0.83034  0.45810
C  0.67734  1.78029  -0.14548
C  -1.83709  1.32547  -0.36549
H  -0.66165  -3.63451  1.84451
H  0.33760  -3.08034  0.40496
H  -1.88847  -1.70966  1.15316
H  -1.02899  -1.03176  2.50145
H  -0.28344  -1.01937  -0.56502
H  0.86755  -0.78837  0.78338
H  -0.88935  1.11298  1.41881
H  1.62823  1.38846  0.28669
H  0.56172  2.79855  0.13381
H  0.77692  1.79939  -1.22536
H  -2.66934  0.68038  -0.08576
H  -1.39668  1.52364  -1.35713
H  -2.05372  2.32379  0.02422
H  2.19630  0.83808  -3.94700
H  3.08193  1.30496  -2.89369
O  3.10734  1.13281  -3.91048

Its total charge is -1. The HOMO energy is -2.2 eV. The calculation puts the frontier orbital gap at 0.1937 hartree.

R has the most favorable energy; the next structure is 14.2 kJ/mol above.

P.
Molecular formula: C7H12NO
Method: DFT, ωB97M-V/def2-TZVPD

Geometry (Å):
C  -1.86310  -1.26455  -0.45569
C  -0.50153  -1.61416  -0.58707
C  -1.88510  0.01277  0.07488
C  -3.09973  0.90340  0.34924
C  2.05870  0.32133  1.34952
C  2.06138  0.50441  -1.20791
C  1.68791  -0.37896  0.06799
N  0.32762  -0.73024  -0.05226
O  -0.75865  0.54949  0.37430
H  -2.66510  -1.65640  -1.02668
H  -0.14841  -2.51214  -0.99843
H  -3.93308  0.40669  -0.09594
H  -3.30520  1.04777  1.46308
H  -2.65584  1.94653  0.18561
H  1.56367  1.34025  1.33216
H  3.07660  0.33621  1.49099
H  1.38020  0.00354  2.10634
H  3.06664  0.89690  -1.22863
H  1.39487  1.28612  -1.18884
H  2.00913  -0.15203  -2.03918
H  2.18902  -1.24694  0.08652

Its total charge is +1. The HOMO energy is -14.2 eV. The calculation puts the frontier orbital gap at 0.3314 hartree.

Q.
Molecular formula: C7H12NO
Method: DFT, ωB97M-V/def2-TZVPD

Geometry (Å):
C  -2.33920  -0.39582  0.10912
C  -1.13388  -0.42740  0.02033
C  2.67141  -1.26139  -0.32476
C  -3.76638  -0.55583  0.05582
C  0.34176  1.30212  -0.99205
C  1.28806  -1.42616  -0.48531
C  0.15272  0.19780  0.14399
N  0.63458  0.49768  1.35263
O  3.34178  -1.51102  0.77062
H  3.28065  -0.71386  -0.97462
H  -4.05807  0.06418  -0.79373
H  -4.01605  -1.59862  -0.15051
H  -4.24232  -0.16482  1.04776
H  1.36241  1.62312  -1.08380
H  -0.06490  0.87514  -1.82779
H  -0.21966  2.09406  -0.61034
H  0.92330  -2.18831  0.22766
H  0.99832  -1.52430  -1.56436
H  1.21337  1.32136  1.27516
H  2.88056  -1.86275  1.55969
H  0.32218  0.30506  2.27274

Its total charge is +1. The HOMO energy is -13.3 eV. The calculation puts the frontier orbital gap at 0.3153 hartree.

P has the most favorable energy; the next structure is 20.1 kJ/mol above.

P.
Molecular formula: C6H11NO
Method: DFT, ωB97M-V/def2-TZVPD

Geometry (Å):
H  -2.10585  -1.20873  2.26372
N  -1.96274  -1.15039  1.25894
C  -1.38901  -0.08780  0.87285
C  -1.32504  0.22164  -0.59710
C  -1.52453  1.48047  -1.02551
H  -1.24377  0.79767  1.51203
H  -1.59687  -0.62374  -1.21331
H  -1.26440  2.33425  -0.41942
H  -1.80264  1.68154  -2.04371
C  1.57469  -1.12962  0.85880
C  1.51206  -0.85911  -0.58764
C  1.16848  0.34330  -1.11310
O  1.38042  1.55327  -0.50920
H  2.26423  -1.94261  1.08657
H  0.48373  -1.32206  1.16470
H  1.85450  -0.26395  1.46168
H  1.43409  -1.72010  -1.23331
H  1.08359  0.46768  -2.18164
H  1.45906  1.42828  0.44464

The HOMO energy is -8.2 eV. As for the SMILES: [H]/N=C/C=C.C/C=C\O. The calculation puts the frontier orbital gap at 0.3309 hartree.

Q.
Molecular formula: C6H11NO
Method: DFT, ωB97M-V/def2-TZVPD

Geometry (Å):
C  -2.90574  -0.92684  1.37173
C  -1.62490  -0.66766  1.24966
C  -0.79373  -0.87289  -0.00453
C  0.19970  0.23427  -0.25906
C  1.02094  -0.02105  -1.52403
O  0.55555  -0.00702  -2.63033
N  1.07271  0.41634  0.89662
C  1.92151  1.58483  0.87490
H  -3.52100  -1.31780  0.56429
H  -3.45354  -0.81159  2.29383
H  -1.04798  -0.25469  2.06436
H  -1.49234  -1.05668  -0.81298
H  -0.26198  -1.81917  0.15188
H  -0.26268  1.21439  -0.39996
H  2.09367  -0.22078  -1.33995
H  1.56293  -0.43500  1.13592
H  2.64403  1.62959  0.05766
H  1.32357  2.49562  0.95572
H  2.48295  1.61044  1.80691

The HOMO energy is -8.9 eV. As for the SMILES: C=CC[C@H](C=O)NC. The calculation puts the frontier orbital gap at 0.3622 hartree.

Q has the most favorable energy; the next structure is 144.1 kJ/mol above.